{"formula": "C21H27N3O4", "method": "ωB97M-V/def2-TZVPD", "orbital_gap_ev": 8.72, "spin_multiplicity": 1, "e_lumo_ev": 0.6, "smiles": "Cc1ccc(C2=NN(CCC(=O)N3CCC4(CC3)OCCO4)C(=O)CC2)cc1", "e_homo_ev": -8.16, "e_above_lowest_kj_mol": 136.2, "symbols": ["C", "C", "C", "C", "C", "C", "C", "H", "H", "C", "N", "N", "C", "O", "C", "C", "H", "H", "H", "H", "C", "H", "C", "C", "O", "N", "C", "H", "C", "H", "H", "C", "C", "H", "C", "H", "H", "H", "O", "C", "H", "C", "H", "O", "H", "H", "H", "H", "H", "H", "H", "H", "H", "H", "H"], "xyz": [[3.2830, 2.7805, -1.2408], [1.8995, 2.2585, -1.4739], [0.7776, 3.0434, -1.2440], [-0.4971, 2.5396, -1.4274], [-0.6818, 1.2211, -1.8371], [0.4466, 0.4398, -2.0964], [1.7133, 0.9521, -1.9185], [2.5784, 0.3349, -2.1155], [0.3022, -0.5745, -2.4340], [-2.0110, 0.6259, -1.9069], [-2.0814, -0.6334, -1.6980], [-3.2761, -1.2578, -1.6354], [-4.4434, -0.7458, -2.1133], [-5.4924, -1.3489, -2.0207], [-4.2813, 0.5827, -2.8307], [-3.2491, 1.4535, -2.1189], [-3.6330, 1.7571, -1.1384], [-3.0346, 2.3503, -2.7013], [-3.9486, 0.3671, -3.8521], [-5.2550, 1.0689, -2.8879], [-3.2939, -2.5122, -0.8937], [-3.5060, -3.3398, -1.5783], [-1.9583, -2.7220, -0.1869], [-1.6617, -1.5023, 0.6842], [-2.5651, -0.8448, 1.1681], [-0.3643, -1.1737, 0.8913], [0.8141, -1.9127, 0.5101], [0.5476, -2.8519, 0.0314], [1.6774, -2.2127, 1.7385], [1.1394, -2.8394, 2.4492], [2.5895, -2.7260, 1.4354], [2.0559, -0.9136, 2.4495], [0.7718, -0.1471, 2.8104], [0.2137, -0.7389, 3.5363], [-0.0547, 0.0797, 1.5483], [-0.9994, 0.5686, 1.7892], [0.5160, 0.7061, 0.8530], [1.0229, 0.8132, 3.2621], [2.9006, -0.1424, 1.6143], [3.7654, 0.5967, 2.4461], [4.7624, 0.5745, 2.0001], [3.7062, -0.1263, 3.8093], [3.3238, 0.5336, 4.5974], [2.8277, -1.2086, 3.5958], [4.6711, -0.5337, 4.1170], [3.4285, 1.6376, 2.5283], [1.4033, -1.3038, -0.1846], [-1.1836, -2.8575, -0.9370], [-2.0236, -3.6124, 0.4403], [-4.1085, -2.4437, -0.1672], [-1.3505, 3.1654, -1.2145], [0.9008, 4.0628, -0.9061], [3.7853, 2.1704, -0.4905], [3.2611, 3.8118, -0.8976], [3.8692, 2.7304, -2.1576]], "atomic_forces_ev_per_a": [[0.01, -0.01, -0.02], [-0.09, 0.03, 0.03], [0.17, 0.01, 0.01], [-0.16, -0.28, -0.10], [0.58, 0.22, 0.04], [-0.10, 0.10, -0.03], [-0.05, 0.07, 0.04], [0.09, -0.09, -0.02], [0.01, -0.12, -0.03], [-0.64, -0.26, -0.07], [0.71, 0.59, -0.29], [-0.45, -0.16, 0.05], [-0.11, 0.31, -0.38], [-0.12, -0.04, 0.04], [-0.06, 0.04, 0.16], [-0.04, -0.24, -0.08], [0.02, 0.07, 0.00], [0.02, -0.01, 0.10], [-0.02, 0.00, 0.04], [0.04, -0.12, 0.00], [-0.06, -0.25, 0.24], [0.00, 0.04, 0.13], [-0.27, 0.25, -0.11], [0.26, -0.43, -0.01], [-0.45, 0.06, 0.08], [0.16, 0.18, 0.14], [0.19, -0.32, 0.05], [0.00, 0.10, -0.06], [0.23, 0.42, 0.00], [-0.05, -0.04, 0.00], [0.06, 0.00, 0.03], [-0.50, -0.31, 0.12], [0.37, -0.08, -0.28], [-0.03, 0.01, 0.03], [-0.18, 0.32, 0.30], [0.17, -0.01, -0.09], [-0.04, 0.02, 0.00], [0.03, 0.06, 0.07], [-0.19, -0.25, -0.25], [0.20, 0.21, 0.22], [-0.08, 0.06, 0.05], [0.14, 0.25, 0.07], [0.08, -0.05, -0.06], [-0.15, -0.27, -0.14], [-0.07, 0.09, 0.00], [0.07, -0.08, -0.01], [-0.04, -0.13, -0.06], [0.04, -0.10, 0.11], [0.01, -0.05, -0.01], [0.13, -0.08, -0.13], [-0.11, 0.07, 0.01], [0.03, 0.09, 0.04], [0.09, 0.01, 0.05], [0.06, 0.06, 0.02], [0.09, 0.04, -0.02]]}